22
Properties=species:S:1:pos:R:3:forces:R:3:nbo_charge:R:1 method="wB97M-V/def2-TZVPD" orbital_gap_ha=0.3804 lumo_ev=0.52
C 1.11128 -2.42492 0.41306 -0.246 -0.814 0.070 -0.60
C 0.02712 -1.40938 0.72729 0.151 0.030 -0.718 -0.41
C 0.61597 -0.17879 1.40898 -1.000 -0.686 0.685 -0.52
C -0.41034 0.90824 1.51265 0.029 0.698 -0.230 0.47
O -1.58884 0.77429 1.27488 0.055 -0.263 0.034 -0.58
H 0.68800 -3.26906 -0.14179 0.046 0.088 -0.026 0.21
H 1.57017 -2.87387 1.30278 0.014 0.289 -0.034 0.20
H 1.89430 -1.99351 -0.21165 0.019 0.079 0.086 0.20
H -0.82930 -1.82189 1.26403 0.369 -0.103 0.494 0.21
H -0.44251 -1.12460 -0.21134 0.224 0.289 -0.156 0.22
H 1.56884 0.15471 1.00204 -0.156 0.225 -0.290 0.25
H 0.82959 -0.47262 2.44865 0.142 0.229 0.045 0.23
H -0.07432 1.92003 1.81486 0.272 -0.133 0.102 0.11
O -0.21389 0.77042 -1.62683 -0.090 0.040 -0.230 -0.99
H 0.06738 0.78800 -2.54816 -0.188 -0.023 0.059 0.47
H -1.17580 0.95222 -1.62329 0.148 0.144 0.079 0.51
O 2.15980 2.03258 -0.96879 0.055 0.278 0.117 -0.95
H 1.19435 2.08700 -0.92095 0.090 -0.224 -0.038 0.49
H 2.30660 1.64371 -1.83445 0.125 -0.036 0.013 0.46
O -2.89040 1.40157 -1.30216 -0.645 -0.493 0.332 -0.95
H -3.31387 0.53291 -1.40877 0.146 0.346 -0.114 0.48
H -3.09413 1.60296 -0.37105 0.440 0.038 -0.277 0.50

***

102
Properties=species:S:1:pos:R:3:forces:R:3:lowdin_charge:R:1 method="wB97M-V/def2-TZVPD" charge=-1 orbital_gap_ha=0.2375 lumo_ev=1.73
C 1.78287 -0.00016 1.25898 -0.799 -0.050 -0.322 -0.07
C 1.02798 1.33029 0.98493 1.633 -0.821 -0.113 -0.37
C 1.80272 2.44685 1.74190 -1.140 0.010 0.380 -0.08
C 1.03029 1.57830 -0.54734 -0.459 0.655 0.562 -0.13
C -0.24905 2.13553 -1.22544 0.174 -0.505 -1.034 -0.51
P -1.23018 3.23170 -0.08553 0.198 0.787 -0.473 0.41
S -2.21930 4.74816 -0.78925 -0.388 -0.120 0.014 0.13
C 0.36541 3.03640 -2.35683 0.225 0.522 -1.047 -0.75
O 0.77962 4.14109 -1.95748 -0.013 -0.020 0.602 -0.08
O 0.46162 2.53077 -3.48613 0.013 -0.082 0.442 -0.03
N -1.06424 1.04832 -1.87482 -0.994 0.099 1.755 -0.20
C -1.41705 -0.04234 -0.91468 0.170 0.010 -0.552 -0.27
C -0.58718 -1.31182 -1.09437 -0.379 -0.593 0.191 -0.16
C -0.64755 -2.26944 0.11918 -0.123 0.193 -0.186 -0.19
C -1.92063 -2.17208 0.95006 -0.104 -0.586 -0.087 -0.21
C -3.19104 -2.59093 0.17919 0.044 0.055 0.891 -0.20
C -4.43432 -1.90995 0.75286 -0.370 -0.162 -0.285 -0.27
C -5.54879 -1.74371 -0.27496 0.281 0.490 0.557 -0.45
S -6.97300 -0.83691 0.41955 -0.272 -0.394 0.254 0.95
C -6.31632 0.75848 0.49789 0.225 1.127 -0.722 -0.70
N -6.39302 1.64036 -0.45726 -0.240 -0.745 0.193 0.05
N -5.74096 2.76999 -0.03976 0.249 -0.108 0.655 0.06
C -5.30523 2.49958 1.15079 -0.236 0.657 -0.960 -0.20
O -5.63287 1.27312 1.57387 0.003 -0.487 0.063 0.03
P -2.54713 1.55269 -2.55061 0.166 0.372 -1.316 0.63
O -2.55593 2.45061 -3.71206 0.049 0.177 -0.057 -0.40
H 2.84493 0.16215 1.38594 0.136 0.015 0.172 0.05
H 1.35685 -0.51873 2.11710 0.298 0.101 0.361 0.08
H 1.66458 -0.68287 0.42724 0.081 -0.090 -0.126 0.03
H 0.04392 1.19824 1.42916 -0.286 0.241 -0.249 0.10
H 2.58545 2.02138 2.36761 -0.072 0.104 -0.301 0.02
H 2.16981 3.21636 1.06800 0.188 0.000 -0.075 0.08
H 1.10220 2.94062 2.42024 0.132 0.222 0.133 0.06
H 1.76774 2.35574 -0.72480 0.125 0.022 -0.022 0.11
H 1.38138 0.72137 -1.10910 -0.203 -0.228 -0.075 0.11
H -0.34583 3.66171 0.91190 0.053 -0.415 0.074 -0.02
H -2.09357 2.32747 0.58067 0.268 -0.083 0.165 -0.04
H -1.44190 0.30936 0.11234 0.329 0.124 0.108 0.08
H -2.44865 -0.33705 -1.12141 -0.167 -0.027 0.220 0.06
H 0.43888 -1.10612 -1.37740 0.103 0.148 0.047 0.10
H -1.01861 -1.86727 -1.92796 0.046 0.185 -0.313 0.11
H -0.60343 -3.29747 -0.24496 0.156 -0.093 -0.106 0.11
H 0.22620 -2.14524 0.75133 0.022 0.119 0.157 0.08
H -2.06690 -1.20075 1.41770 0.118 0.221 -0.130 0.10
H -1.82608 -2.87472 1.77371 0.024 0.054 0.222 0.09
H -3.10225 -2.44248 -0.89541 0.038 0.133 -0.112 0.10
H -3.32337 -3.65403 0.37866 0.069 -0.223 -0.433 0.10
H -4.82987 -2.50968 1.57072 0.078 -0.013 0.206 0.09
H -4.19600 -0.94115 1.18956 0.109 0.166 -0.132 0.09
H -5.20463 -1.17929 -1.13766 -0.040 -0.093 -0.235 0.07
H -5.95024 -2.70511 -0.58056 -0.079 -0.096 -0.193 0.07
H -4.73304 3.19016 1.74175 0.092 -0.195 0.355 0.13
H -3.38442 2.06134 -1.52663 0.131 -0.362 0.239 -0.01
H -3.12515 0.31186 -2.90574 0.133 -0.124 0.381 0.02
C -3.49591 -5.42583 3.33891 0.093 0.027 0.024 -0.33
O -3.34172 -4.28170 2.96289 -0.054 -0.022 0.039 0.02
N -4.62252 -6.13960 3.14981 -0.074 -0.165 0.034 -0.20
C -4.76245 -7.50356 3.61488 -0.135 0.166 -0.123 -0.06
C -5.72987 -5.50628 2.45154 0.167 0.093 0.035 -0.04
H -2.70924 -5.98377 3.87521 -0.022 -0.017 0.000 0.14
H -4.95607 -8.17087 2.77235 0.009 -0.073 0.052 0.09
H -5.59261 -7.57759 4.32071 0.021 -0.085 0.021 0.09
H -3.84925 -7.82283 4.11239 0.027 0.027 0.000 0.08
H -5.41631 -5.20419 1.45115 -0.056 0.025 -0.012 0.09
H -6.05028 -4.61364 2.98992 -0.043 0.014 -0.047 0.09
H -6.56023 -6.20367 2.37692 0.013 -0.041 0.017 0.08
C 4.54606 2.34866 3.80691 -0.089 -0.014 -0.150 -0.35
O 3.95683 1.28524 3.79420 0.306 -0.094 0.269 0.01
N 5.34772 2.76680 4.80499 0.139 0.116 0.055 -0.20
C 6.02123 4.04870 4.76520 -0.022 -0.187 0.148 -0.06
C 5.53555 1.89865 5.95422 -0.113 -0.031 -0.148 -0.04
H 4.46336 3.07427 2.98003 -0.011 0.017 0.017 0.14
H 7.10342 3.90728 4.81139 0.015 0.086 -0.016 0.09
H 5.70983 4.66400 5.61193 0.040 0.074 -0.033 0.09
H 5.77415 4.57029 3.84338 -0.028 -0.019 -0.020 0.09
H 5.96041 0.94547 5.63759 -0.004 -0.026 0.063 0.09
H 4.57610 1.69882 6.43207 0.026 -0.044 0.042 0.09
H 6.20418 2.37644 6.66599 0.012 0.041 -0.018 0.08
C 4.93119 -1.30537 0.26126 -0.126 0.094 0.147 -0.35
O 3.92275 -1.69432 -0.28679 0.098 -0.192 -0.155 0.03
N 6.16138 -1.32921 -0.29476 0.171 0.006 0.042 -0.20
C 7.33118 -0.84640 0.40517 -0.062 -0.086 -0.223 -0.07
C 6.30150 -1.85613 -1.64161 -0.169 0.034 0.084 -0.04
H 4.92280 -0.88404 1.28266 0.026 0.003 -0.012 0.13
H 7.79137 -0.02532 -0.14965 0.059 0.019 0.071 0.09
H 8.06392 -1.64974 0.51654 0.055 0.054 0.056 0.08
H 7.05033 -0.48776 1.39350 -0.041 -0.001 0.005 0.08
H 5.69124 -1.27672 -2.33472 0.013 -0.040 -0.049 0.10
H 5.96058 -2.89150 -1.67502 0.009 -0.003 -0.065 0.09
H 7.34431 -1.80607 -1.94561 0.024 0.020 0.035 0.08
C 0.85427 2.26655 -8.74573 0.013 -0.010 -0.058 -0.39
O 0.55024 1.14884 -9.13481 0.009 0.003 -0.010 -0.02
N 0.64318 2.75046 -7.51805 0.014 0.093 0.022 -0.19
C 1.03938 4.09309 -7.14148 -0.023 -0.122 0.042 -0.06
C -0.00269 1.92474 -6.50291 -0.073 -0.019 -0.105 -0.03
H 1.35140 2.99609 -9.41287 0.000 0.010 0.009 0.12
H 1.74554 4.05368 -6.31112 -0.045 0.070 0.047 0.09
H 0.16544 4.66441 -6.82562 0.043 0.050 0.049 0.09
H 1.50755 4.59607 -7.98774 -0.007 -0.032 -0.034 0.07
H 0.58548 1.02354 -6.33245 -0.016 -0.013 0.052 0.09
H -0.99617 1.62975 -6.84194 0.001 -0.013 0.015 0.09
H -0.07828 2.48288 -5.57285 0.013 -0.089 0.045 0.05

***

29
Properties=species:S:1:pos:R:3:forces:R:3:nbo_charge:R:1 method="wB97M-V/def2-TZVPD" orbital_gap_ha=0.3450 lumo_ev=0.30
C 0.03956 -2.38389 1.01517 -1.790 -0.231 1.521 -0.65
C -1.31091 -2.12804 0.30153 1.486 1.173 -2.143 -0.21
N -1.45076 -0.72475 -0.18280 0.640 1.955 0.892 -0.63
C -1.15649 0.27467 0.90442 -2.227 -2.148 1.762 -0.24
C -1.70207 1.66279 0.79755 0.313 1.740 -1.952 -0.44
C -0.63270 2.72176 0.40271 0.240 -1.039 1.047 -0.47
S 0.33940 3.40312 1.85385 -0.563 -0.118 -0.697 -0.07
H 0.97518 -2.08468 0.57159 -0.006 -0.026 -0.765 0.22
H -0.11074 -1.76598 1.89859 0.576 0.075 0.360 0.20
H 0.08571 -3.39214 1.44503 0.176 -0.003 -0.473 0.21
H -2.17347 -2.34932 0.91712 0.013 -0.142 0.292 0.20
H -1.41212 -2.65369 -0.65511 -0.029 -0.603 0.398 0.18
H -0.75975 -0.47468 -0.88524 -0.073 -0.882 -0.389 0.36
H -0.11588 0.30507 1.21379 0.307 -0.227 0.169 0.16
H -1.80939 -0.16979 1.70877 1.187 0.286 0.002 0.19
H -2.39078 1.60776 -0.07740 -0.167 0.369 0.877 0.23
H -2.12777 2.09857 1.70571 -0.558 -0.752 -0.114 0.22
H 0.07116 2.17892 -0.21982 0.214 0.621 -0.612 0.20
H -1.10337 3.58149 -0.05866 0.279 0.096 -0.233 0.23
H 0.69864 2.22783 2.37557 0.005 -0.156 0.020 0.11
O 2.30064 1.06535 -2.38209 -0.173 0.345 -0.566 -0.96
H 1.68694 0.61477 -2.97963 0.393 0.166 0.464 0.46
H 2.86716 0.38680 -1.99469 -0.222 -0.147 -0.190 0.49
O 0.73548 -1.38754 -2.42580 -0.855 -0.892 -0.658 -0.94
H 0.11168 -2.14421 -2.45646 0.484 0.455 0.492 0.48
H 0.75668 -1.19138 -3.37204 0.241 0.177 0.031 0.46
O 2.86195 0.05276 -0.05381 -1.317 0.559 1.659 -0.94
H 2.24749 0.79400 -0.19451 0.492 0.186 -1.062 0.48
H 2.47850 -0.12555 0.82665 0.933 -0.836 -0.129 0.47

***

13
Properties=species:S:1:pos:R:3:forces:R:3:nbo_charge:R:1 method="wB97M-V/def2-TZVPD" orbital_gap_ha=0.4060 lumo_ev=0.58
N -1.09036 -0.70169 -0.68179 0.643 0.251 0.652 -0.83
C -0.07783 0.07168 -1.12363 1.034 0.632 0.811 0.80
O 0.19550 0.48751 -2.20647 -0.170 -0.513 -0.708 -0.56
N 0.83362 0.44555 0.01788 -1.631 -0.570 -0.967 -0.72
C 0.33487 1.29499 0.95262 1.367 0.029 0.661 0.53
O -0.82424 1.58419 1.09326 -0.547 -0.013 -0.051 -0.60
H -1.21982 -0.56434 0.32029 -0.742 -0.520 -0.628 0.42
H -1.75627 -1.15631 -1.28726 -0.003 0.409 0.118 0.43
H 1.82044 0.32593 -0.14076 0.034 0.306 -0.005 0.43
H 1.13365 1.65930 1.62378 -0.128 0.143 0.006 0.12
O 0.62926 -2.45545 1.36230 0.454 -0.876 0.001 -0.95
H 0.27208 -2.45394 2.25280 -0.135 0.384 -0.101 0.47
H 0.40195 -1.65941 0.88745 -0.176 0.338 0.212 0.47

***

ΔE to the lowest compared entry with this formula, charge and spin, respectively: 1.22 0.00 24.27 21.05 kcal/mol.